# C4H9NO

C4H9NO as an isolated structure at a distorted geometry (wB97M-V/def2-TZVPD, the Open Molecules 2025 dataset).

```
15
Properties=species:S:1:pos:R:3:forces:R:3
C -0.83331 -0.20793 0.30100 3.03 -3.67 -0.80
C 1.80085 -1.16962 0.58354 0.97 0.04 2.60
C -2.35864 1.47433 -0.50720 0.85 -0.29 0.05
C 0.48566 -1.72945 0.24134 -2.27 4.41 -3.37
N -1.26588 0.45320 -0.70973 -0.19 1.20 1.15
O -0.83370 0.50694 -1.88089 0.47 -0.93 -1.05
H -1.14022 0.06718 1.27645 -0.60 0.01 0.65
H 2.15619 -0.34861 0.03435 -0.13 1.23 -1.11
H 1.82426 -0.82244 1.66899 -0.04 -0.51 -1.24
H 2.61371 -1.87802 0.47109 0.03 -0.62 0.14
H -1.79461 2.43241 -0.72950 -1.16 -0.85 0.69
H -2.96992 1.22173 -1.39941 -0.25 0.52 1.01
H -2.82231 1.32715 0.53143 0.47 0.63 -1.78
H 0.04035 -2.26938 0.97566 -1.13 -1.83 2.02
H 0.39418 -2.19658 -0.77518 -0.04 0.65 1.04
```
Forces are in eV/Å.

Properties
Lowest unoccupied orbital energy (spin up / spin down), eV: 0.99 / 0.99
HOMO level (spin up / spin down), eV: -8.53 / -8.53
HOMO-LUMO gap (spin up / spin down), eV: 9.5 / 9.5
Total energy, eV: -7826.9186
Relative energy (zero: lowest compared OMol25 entry of this formula, charge and spin), eV: 5.401